Entry 1:
A molecular structure, C28H23BCl5N6PTi, computed with the ωB97M-V functional and the def2-TZVPD basis.

XYZ file:
```
65
Properties=species:S:1:pos:R:3
Ti -0.06477 0.37383 -0.03514
C -1.74867 -3.16788 1.41936
C -0.59731 -2.41800 1.37269
N -0.87594 -1.16404 0.96720
N -2.23077 -1.11221 0.72207
C -2.75243 -2.30335 0.99900
B -2.95297 0.25028 0.34994
N -2.52823 0.75869 -1.07669
C -3.26116 0.93198 -2.17174
C -2.52500 1.63539 -3.11916
C -1.30743 1.86538 -2.52258
N -1.29541 1.35008 -1.27863
N -2.42750 1.28909 1.35486
C -3.08237 1.98704 2.28844
C -2.16849 2.67448 3.06402
C -0.93398 2.33884 2.53375
N -1.07527 1.50452 1.49682
H -1.85647 -4.19118 1.72503
H 0.41454 -2.70740 1.59039
H -3.81377 -2.45578 0.89793
H -4.13061 0.09348 0.39440
H -4.27207 0.56162 -2.20526
H -2.84363 1.93286 -4.10016
H -0.42471 2.35024 -2.90646
H -4.15669 1.94136 2.33691
H -2.36822 3.32752 3.89208
H 0.04642 2.66330 2.83760
Cl 2.65224 2.40963 -1.52132
C 2.33805 0.83110 -2.15214
C 1.24147 0.12940 -1.67465
C 0.90402 -1.02933 -2.34818
Cl -0.60877 -1.80601 -1.90281
C 1.67762 -1.59075 -3.35874
Cl 1.21136 -3.05050 -4.11101
C 2.84080 -0.91665 -3.73726
Cl 3.84505 -1.57662 -4.94008
C 3.15674 0.32230 -3.15476
Cl 4.53138 1.18461 -3.68990
C 1.80770 -0.46253 2.88735
P 2.10218 0.51580 1.38816
C 2.54943 2.16689 1.97242
C 3.52600 2.26201 2.96990
C 3.91514 3.49876 3.45742
C 3.32850 4.65627 2.96484
C 2.34647 4.57318 1.98568
C 1.96441 3.33493 1.49332
C 3.49521 -0.24582 0.56108
C 3.31443 -1.53824 0.06264
C 4.33880 -2.17691 -0.61088
C 5.55383 -1.51989 -0.79127
C 5.73814 -0.23947 -0.29429
C 4.71008 0.40394 0.38519
H 2.64084 -0.29476 3.57173
H 1.79637 -1.52123 2.63982
H 0.87298 -0.17924 3.36863
H 4.01371 1.37882 3.36291
H 4.67818 3.55905 4.21925
H 3.63572 5.61961 3.34584
H 1.87913 5.46933 1.60360
H 1.18357 3.31387 0.73615
H 2.36671 -2.06089 0.18260
H 4.20029 -3.17789 -0.99289
H 6.35688 -2.01525 -1.31907
H 6.68305 0.26544 -0.43581
H 4.85784 1.41329 0.74958
```

Values from the calculation:
ΔE to the lowest compared entry with this formula, charge and spin = 0.365 eV
Total charge = +2
LUMO = -7.63 eV
Gap between HOMO and LUMO = 6.668 eV

These are the natural (NBO) partial charges, in e, on atoms 1 to 5:
1. Ti 1.848
2. C -0.293
3. C 0.037
4. N -0.505
5. N -0.303



Entry 2:
A molecular structure, C28H23BiCl5N3O7S2, computed with the ωB97M-V functional and the def2-TZVPD basis.

XYZ file:
```
69
Properties=species:S:1:pos:R:3
Bi -1.61392 0.86499 -1.17999
C 1.24972 2.11563 -6.99378
C 1.48824 1.72033 -5.56209
C 2.26803 0.61238 -5.24801
C 2.49811 0.25259 -3.92642
C 1.94138 1.01433 -2.91713
C 1.16692 2.13345 -3.20453
C 0.94399 2.47959 -4.52440
S 1.98244 0.45013 -1.23519
O 2.94121 -0.60970 -1.10656
O 2.11602 1.59233 -0.38254
N 0.45686 -0.12670 -1.12456
C 0.05445 -1.42916 -1.04446
C 0.82830 -2.59976 -0.97998
C 0.16776 -3.80541 -0.92422
C -1.22921 -3.85891 -0.93834
C -1.91920 -2.67498 -1.00049
N -1.28962 -1.49813 -1.06568
H 1.46371 1.29367 -7.67471
H 1.89773 2.95323 -7.25988
H 0.21769 2.43167 -7.14470
H 2.69862 0.02094 -6.04650
H 3.09661 -0.61134 -3.66763
H 0.76436 2.71791 -2.38233
H 0.34203 3.34902 -4.76145
H 1.90193 -2.52325 -0.95311
H 0.73984 -4.72269 -0.86961
H -1.76029 -4.79798 -0.89518
H -3.00178 -2.64047 -1.01261
Cl -8.62873 -0.88668 0.88758
C -6.96429 -0.49157 0.72823
C -6.54081 0.38152 -0.26730
Cl -7.68828 1.06369 -1.34815
C -5.18952 0.69515 -0.40303
Cl -4.70032 1.74099 -1.68693
C -4.22041 0.16761 0.46414
O -2.92718 0.44701 0.46419
C -4.67585 -0.73305 1.44933
Cl -3.48953 -1.41428 2.48856
C -6.01774 -1.05718 1.58157
Cl -6.51148 -2.18064 2.78058
C 5.39841 -2.89054 3.39820
C 4.14663 -2.05697 3.35260
C 2.88459 -2.63707 3.42235
C 1.73839 -1.86327 3.34296
C 1.85157 -0.49079 3.19306
C 3.10082 0.11282 3.13947
C 4.23686 -0.67346 3.21812
S 0.34863 0.45137 3.10719
O -0.16284 0.67551 4.43401
O -0.52307 -0.23630 2.19085
N 0.88924 1.91273 2.57556
C 0.07384 3.08062 2.91332
C -1.34887 3.13379 2.34114
C -1.53364 2.97239 0.84605
O -2.42692 3.55142 0.26070
O -0.68998 2.17065 0.21004
H 5.17232 -3.94681 3.53247
H 6.04679 -2.56792 4.21388
H 5.95493 -2.76888 2.46745
H 2.79703 -3.71052 3.54045
H 0.75620 -2.31660 3.38977
H 3.17431 1.18402 3.03012
H 5.21400 -0.20767 3.16722
H 1.15977 1.85738 1.59427
H 0.62717 3.96888 2.60923
H -0.00100 3.07259 4.00007
H -1.82456 4.07496 2.60749
H -1.91840 2.31138 2.78927
```

Values from the calculation:
LUMO = -0.34 eV
Gap between HOMO and LUMO = 8.189 eV

These are the natural (NBO) partial charges, in e, on atoms 1 to 5:
1. Bi 1.984
2. C -0.632
3. C 0.002
4. C -0.200
5. C -0.211



Entry 3:
A molecular structure, C28H23BrIN6W, computed with the ωB97M-V functional and the def2-TZVPD basis.

XYZ file:
```
60
Properties=species:S:1:pos:R:3
W 0.32274 0.52511 0.35342
C 4.98203 2.57691 1.05241
C 3.79095 3.01015 1.60796
C 2.74071 2.11127 1.76555
C 2.90514 0.79174 1.34298
C 4.10753 0.34433 0.78352
C 5.14199 1.24429 0.64880
N 1.77637 -0.07808 1.43199
C 1.76533 -1.33509 2.04650
C 2.73575 -1.88987 2.87008
C 2.47261 -3.14355 3.39965
C 1.27702 -3.80690 3.11721
C 0.30090 -3.23724 2.30129
C 0.56677 -1.99837 1.76848
N -0.30143 -1.25459 0.90418
N 0.06481 -1.33934 -0.45838
C -1.09960 -0.98754 -1.22617
C -1.71959 -1.74513 -2.18488
C -2.82714 -1.17236 -2.80394
C -3.23890 0.11539 -2.46194
C -2.54010 0.81793 -1.50502
N -1.47887 0.26206 -0.89410
H 5.80881 3.26726 0.94943
H 3.68760 4.03007 1.95260
H 1.83425 2.40395 2.28362
H 4.21500 -0.68751 0.47171
H 6.08816 0.91716 0.23862
H 3.64941 -1.35819 3.10373
H 3.19908 -3.60929 4.05110
H 1.09922 -4.78305 3.54804
H -0.63059 -3.74672 2.09540
H -1.36694 -2.73901 -2.42185
H -3.37447 -1.73134 -3.55209
H -4.09563 0.56917 -2.93953
H -2.81547 1.82638 -1.22735
C 3.70041 -0.58744 -4.09506
C 2.91409 0.40605 -3.29064
C 2.87569 1.76369 -3.61269
C 2.14411 2.67525 -2.85022
C 1.47307 2.15709 -1.78071
Br 0.38890 3.18993 -0.59262
N 1.47916 0.86574 -1.43420
C 2.19079 -0.00260 -2.18003
H 4.08755 -0.13623 -5.00538
H 3.08327 -1.44182 -4.37216
H 4.54680 -0.96404 -3.51879
H 3.42454 2.12396 -4.47487
H 2.10474 3.72807 -3.09236
H 2.15198 -1.03676 -1.86101
I -0.69411 0.74808 6.29864
C -1.25979 1.34460 4.40166
C -2.36572 2.16122 4.18603
C -2.69193 2.52310 2.88669
C -1.91551 2.06715 1.84600
N -0.83635 1.28168 2.04475
C -0.52366 0.92532 3.30912
H -2.96446 2.50841 5.01828
H -3.54629 3.15308 2.68185
H -2.15283 2.32860 0.82467
H 0.33236 0.28150 3.44653
```

Values from the calculation:
ΔE to the lowest compared entry with this formula, charge and spin = 1.538 eV
Total charge = +3
LUMO (spin up / spin down) = -11.10 / -11.10 eV
Gap between HOMO and LUMO (spin up / spin down) = 5.527 / 5.526 eV

These are the natural (NBO) partial charges, in e, on atoms 1 to 5:
1. W 1.912
2. C -0.133
3. C -0.182
4. C -0.225
5. C 0.138